# 1
168
Properties=species:S:1:pos:R:3:lowdin_spin:R:1 method="wB97M-V/def2-TZVPD" e_tot_ha=-4667.9320 charge=+1 gap_ha="0.3007 / 0.1887" s_squared=0.76 lumo_ha="-0.081 / -0.193" e_homo_ev="-10.4 / -10.4" relative_energy_kj_mol=80.80 spin_multiplicity=2
C -0.162 1.400 0.423 0.01
H -2.888 3.368 -3.842 0.00
C -8.195 -1.981 1.625 0.00
C 7.691 -5.085 0.832 0.00
C -4.277 3.104 1.584 0.00
H 5.207 1.920 8.427 0.00
H 3.746 -5.164 1.832 0.00
H 1.185 -0.483 -5.156 0.00
H -3.328 3.458 -2.177 0.00
H 7.749 -5.409 1.872 0.00
C -1.393 -0.659 -5.013 0.00
C 7.484 1.546 6.814 0.00
H 5.135 -0.051 6.967 0.00
H 6.428 -7.230 -0.077 0.00
H -10.776 -3.198 1.047 0.00
H -0.878 1.979 -0.161 0.00
H -2.175 0.494 -2.626 0.00
H -1.135 4.545 -1.477 0.00
H -2.349 -0.622 -5.536 0.00
N 0.929 -1.459 -5.109 0.00
O -4.786 -4.832 1.124 0.00
C 2.984 -5.218 1.055 0.00
H 3.324 1.950 -7.242 0.00
C -2.712 3.944 -2.934 0.00
H 2.845 -0.761 5.290 0.00
H 1.639 -3.165 -6.167 0.00
H -0.688 -4.849 0.792 0.00
H 3.422 -1.815 -7.423 0.00
H 2.813 -2.355 -5.229 0.00
C -4.105 -3.605 0.885 0.00
H 7.934 -4.023 0.797 0.00
H 0.589 6.018 -1.920 0.00
O 6.433 -5.190 0.224 0.00
H -1.049 5.388 -3.732 0.00
H -3.807 -3.170 1.839 0.00
H -0.112 4.131 1.400 0.00
H 0.856 7.872 -6.017 0.00
H 4.841 1.310 4.798 0.00
H 2.983 1.607 1.031 0.00
H 1.714 5.729 -4.739 0.00
H -1.225 -5.381 4.618 0.00
H -0.772 2.964 -2.320 0.00
O -0.042 -0.589 -1.023 0.78
O 0.406 7.238 -4.108 0.00
H -3.042 -6.073 1.240 0.00
C -4.876 -2.656 -0.036 0.00
H -1.720 6.888 2.882 0.00
H 0.868 1.637 0.156 0.00
H -10.575 -2.519 2.663 0.00
C -1.026 -3.458 4.985 0.00
H -0.784 4.953 3.514 0.00
H -1.930 -2.165 3.612 0.00
H 2.283 2.564 -1.593 0.00
C -0.198 5.673 2.944 0.00
H -1.065 0.380 -4.968 0.00
H 2.265 6.770 -3.431 0.00
C -4.558 5.313 -3.207 0.00
H 2.574 -0.964 2.920 0.00
C 2.523 -1.307 -7.073 0.00
H 3.716 2.711 -2.643 0.00
C 4.458 -6.411 -0.458 0.00
H 0.589 5.769 0.868 0.00
C -3.175 3.057 2.669 0.00
H -4.881 -3.149 -1.008 0.00
H -6.313 -3.775 0.649 0.00
H -8.470 -1.283 2.415 0.00
C -0.359 -1.460 -5.811 0.00
C 1.994 -4.026 1.191 0.00
C 4.466 0.782 6.749 0.00
C 1.967 -2.163 -5.890 0.00
H -0.131 8.936 -5.032 0.00
H 4.182 0.737 -8.009 0.00
O 6.322 2.393 6.622 0.00
H 5.626 -6.705 1.417 0.00
H 1.824 -1.367 -7.908 0.00
O -8.799 -3.265 1.908 0.00
O 2.810 0.029 -6.617 0.00
C -1.988 -0.265 0.477 0.02
H -4.855 6.347 -3.380 0.00
H 0.855 0.886 -2.307 0.00
H -4.977 4.665 -3.977 0.00
H 7.594 1.385 7.886 0.00
C -10.189 -3.260 1.963 0.00
H -0.172 -3.693 5.620 0.00
H 1.281 2.507 -3.828 0.00
H 0.018 -0.551 1.053 0.05
H 8.352 2.115 6.483 0.00
C 1.385 6.301 -3.871 0.00
H -5.949 2.276 1.212 0.00
H 1.481 -4.136 2.146 0.00
C -0.957 -2.228 4.101 0.00
H -1.820 -3.408 5.730 0.00
H -0.772 -2.434 -6.074 0.00
H -0.157 -2.202 3.361 0.00
H -3.457 -5.311 2.780 0.00
H -4.432 -6.640 2.056 0.00
H -2.322 -1.232 0.101 0.00
H 3.849 -7.294 -0.265 0.00
C -6.668 -2.103 1.592 0.00
H -6.200 -1.119 1.607 0.00
H -8.638 -1.595 0.707 0.00
C 3.069 -0.057 3.267 0.00
C 0.755 5.387 -2.793 0.00
H -2.861 2.025 2.828 0.00
C 2.878 2.073 -2.363 0.00
N 4.065 0.936 5.325 0.00
H -0.457 -3.184 1.319 0.00
H -3.386 -0.408 -3.579 0.00
H 2.549 -3.090 1.122 0.00
O -0.780 6.970 3.063 0.00
O -3.152 5.306 -3.123 0.00
O -1.314 -4.556 4.135 0.00
C -3.869 -5.728 1.860 0.00
H -0.819 -1.267 4.597 0.00
C -0.166 5.220 1.431 0.00
N -0.407 4.712 -3.343 0.00
H 1.569 4.731 -2.482 0.00
H -4.737 4.085 1.466 0.00
H -2.210 -0.291 1.544 0.00
H 3.574 0.567 7.338 0.00
C -0.300 -3.876 0.491 0.00
C 5.787 -6.467 0.366 0.00
O -5.340 2.257 1.954 0.00
H 1.626 8.718 -4.594 0.00
H 4.314 0.686 0.293 0.00
H -3.183 -3.940 0.412 0.00
C 3.501 0.648 1.018 0.00
H -10.484 -4.191 2.447 0.00
H -0.206 -0.860 -6.708 0.00
H 7.425 0.563 6.345 0.00
H 2.548 1.386 -4.485 0.00
C 3.646 -0.312 4.702 0.00
C 3.179 0.944 -7.636 0.00
H 0.769 5.700 3.446 0.00
H -0.245 1.684 1.472 0.00
H -4.610 -1.622 -0.258 0.00
H -0.933 -3.469 -0.297 0.00
O -1.503 -1.223 -3.680 0.00
H 8.463 -5.663 0.324 0.00
H 2.817 -0.135 0.692 0.00
H 4.542 -0.925 4.603 0.00
N -6.274 -2.820 0.323 0.00
C 0.727 8.263 -5.008 0.00
N 3.588 -5.211 -0.267 0.00
O 4.059 0.339 2.312 0.00
Cu 0.507 -1.746 -2.871 0.06
C 5.138 2.016 7.343 0.00
H -2.839 -1.080 -2.103 0.00
H 2.583 0.913 -8.549 0.00
H 4.718 -6.635 -1.492 0.00
C -0.513 -0.072 0.230 0.08
H -3.524 3.395 3.645 0.00
H -6.247 -2.563 2.486 0.00
O 1.169 0.656 -3.184 0.00
O 1.061 -3.895 0.097 0.00
C 1.984 1.703 -3.607 0.00
H -3.819 2.771 0.653 0.00
H 4.417 2.825 7.222 0.00
C -1.208 3.961 -2.394 0.00
H -4.994 5.007 -2.256 0.00
H 2.462 -6.155 1.243 0.00
H -1.119 5.436 0.948 0.00
H 4.329 -4.526 -0.295 0.00
H 2.266 0.675 3.358 0.00
H 3.445 1.233 -1.962 0.00
H -2.554 0.488 -0.071 0.00
H -2.286 3.659 2.485 0.00
C -2.495 -0.495 -2.955 0.00

# 2
178
Properties=species:S:1:pos:R:3:lowdin_charge:R:1 method="wB97M-V/def2-TZVPD" e_tot_ha=-3414.9631 charge=0 gap_ha=0.3291 lumo_ha=-0.005 e_homo_ev=-9.1
C -0.357 -5.208 -7.116 -0.48
C -0.355 1.348 0.035 -0.16
H -2.636 -2.287 -3.222 0.04
H 0.015 2.360 -0.166 0.11
O 7.776 -4.199 0.078 -0.05
C -5.279 0.868 -0.262 -0.25
O -2.639 -2.790 -4.062 -0.08
H -0.494 2.190 -3.499 0.07
H 2.861 7.585 -0.106 0.08
H -7.542 1.061 3.337 0.10
H 6.513 -2.317 2.045 0.07
C -1.875 -2.825 1.099 -0.25
H -3.705 -2.423 -5.826 0.11
H -2.142 5.366 -1.602 0.12
O -3.074 4.872 7.974 -0.04
H -5.543 -0.829 -1.578 0.10
C -3.680 -2.127 -4.773 -0.25
C 6.258 -3.187 -1.510 -0.04
H 0.720 -5.738 2.126 0.08
H -4.524 -0.244 -5.241 0.12
H 2.858 -4.776 -1.041 0.06
C 1.712 5.177 0.928 -0.05
H -3.858 1.012 2.303 0.07
H 4.932 -5.692 -0.871 0.06
H 2.213 -6.852 -0.282 0.13
O 3.120 -5.880 1.303 -0.07
H 0.941 -6.963 -6.558 0.08
H 1.457 -5.308 -5.971 0.08
H 6.472 -5.923 -1.732 0.09
H 0.946 0.221 -2.830 0.12
H 3.191 0.525 4.229 0.08
H 6.298 -2.161 -1.138 0.07
H 1.217 5.776 -1.109 0.13
H -3.279 5.678 7.498 0.09
H 1.385 6.041 1.509 0.09
H 4.535 -1.459 1.147 0.07
H -4.611 -2.465 -4.298 0.12
H -1.389 -3.732 0.725 0.11
H -2.690 2.021 3.135 0.08
H -0.102 -3.004 -7.047 0.08
H 0.731 -0.237 4.130 0.09
H -4.809 5.728 0.725 0.09
H 5.755 -3.860 0.397 0.12
H 3.632 -2.807 1.902 0.07
H -6.020 -1.344 3.031 0.12
C -5.027 3.607 7.331 -0.05
C 6.017 -5.591 -0.793 -0.06
C -2.891 0.995 2.811 -0.05
H -4.779 1.431 -1.061 0.11
H 1.784 0.662 2.274 0.09
H -3.742 3.684 0.340 0.10
C 4.316 1.466 -0.562 -0.24
H 1.072 -4.716 -1.015 0.08
C 0.888 1.705 3.863 -0.23
H 5.080 -0.677 3.531 0.12
C 2.099 1.499 2.912 -0.24
H 1.219 2.201 4.784 0.12
H 4.079 6.306 -0.178 0.08
H -7.317 -0.870 0.565 0.08
C 5.580 2.281 -0.383 -0.18
C -6.573 -0.628 3.630 -0.20
O -1.357 4.964 0.226 -0.09
H 0.929 -4.528 -8.382 0.08
H 6.906 -2.253 3.804 0.08
C 0.628 -5.973 -6.241 -0.07
O 4.127 -2.358 4.344 -0.06
O -1.923 0.609 1.833 -0.25
N -0.473 0.638 -1.236 -0.04
C -1.630 1.586 0.848 -0.18
O 0.156 0.536 4.121 -0.06
H -5.475 4.588 7.144 0.07
H -3.189 2.800 7.827 0.13
H -3.231 -1.358 0.289 0.10
C 0.855 3.545 -5.819 -0.05
H 2.250 2.396 2.320 0.10
H 5.811 3.837 0.909 0.09
H 2.031 -3.851 0.220 0.08
H -1.316 2.471 1.417 0.11
H -7.038 0.216 -1.262 0.13
H 1.794 2.267 -4.354 0.13
H 6.087 2.557 -1.310 0.12
H -5.416 -1.212 5.401 0.13
O 5.260 3.583 0.168 -0.10
H 2.825 -3.031 -2.889 0.08
H 1.137 -2.610 -2.716 0.09
H -1.753 -3.527 -6.742 0.06
H 0.316 0.809 0.699 0.11
H 4.057 -0.441 -1.157 0.05
C 0.721 -6.334 1.214 -0.04
H 0.196 -6.129 -5.241 0.08
O -2.384 -2.300 -1.239 -0.09
H 6.026 -3.570 3.282 0.08
O -3.693 -0.138 -3.384 -0.09
C 1.974 -4.743 -0.402 -0.05
H -1.302 -5.755 -7.148 0.13
C 1.526 -0.734 -1.061 -0.19
C 6.153 -2.512 3.052 -0.05
H 3.058 -1.223 2.215 0.06
H 3.662 1.447 0.320 0.11
C -3.652 4.578 -0.284 -0.24
C -6.125 -0.238 -0.874 -0.20
H -3.380 3.036 5.189 0.06
H 3.500 4.185 -0.619 0.05
O -0.892 -1.864 1.389 -0.08
H -2.376 -3.188 2.009 0.12
H -1.422 5.896 0.442 0.09
H -1.782 -1.523 -1.264 0.08
H 0.225 2.445 3.399 0.11
H -6.297 1.367 1.271 0.04
O 0.177 -5.128 -8.439 -0.06
O 4.768 0.172 -0.901 -0.08
C 0.851 0.460 -1.767 -0.21
H -2.510 1.814 0.237 0.11
H -7.251 0.929 5.518 0.07
C 1.223 3.210 -4.386 -0.50
O 2.683 4.379 -1.103 -0.10
C 2.088 5.543 -0.494 -0.45
O 3.300 1.258 3.614 -0.06
C -3.620 -0.595 -4.736 -0.21
H -7.540 -1.029 3.956 0.13
H -2.683 -0.284 -5.197 0.12
H -4.473 0.479 0.368 0.09
O -6.847 0.568 2.895 -0.08
C 0.039 3.136 -3.435 -0.06
H 6.954 -3.249 -2.349 0.08
O -6.509 -1.178 0.146 -0.07
H 0.278 3.389 -2.397 0.06
H -3.800 -3.017 0.101 0.12
C 3.982 -1.777 2.029 -0.04
C 3.137 6.656 -0.611 -0.04
H -5.536 2.825 6.769 0.06
H -0.585 -3.681 -5.537 0.06
C 2.139 -2.184 -2.849 -0.09
H -0.184 -6.110 0.654 0.07
H 0.156 2.796 -6.195 0.08
H -2.676 0.262 3.582 0.10
C -0.706 -3.807 -6.618 -0.05
H 1.948 -0.505 -0.082 0.11
H 0.418 4.546 -5.790 0.08
H 5.246 -3.294 -1.916 0.07
H 2.566 4.683 1.396 0.08
H -4.351 4.555 -1.124 0.12
O 2.578 -1.400 -1.759 -0.22
H 3.662 1.868 -1.345 0.11
H 3.396 6.927 -1.635 0.08
H -4.613 -0.030 -3.136 0.05
H -1.821 3.402 5.889 0.07
H 0.886 4.463 0.931 0.05
O 2.090 4.249 -3.976 -0.06
H 6.271 -6.357 -0.056 0.08
C -3.483 3.714 7.311 -0.49
C 2.014 -6.028 0.408 -0.48
H 2.101 -1.609 -3.777 0.09
H 6.347 1.797 0.222 0.13
H -1.852 3.659 -1.258 0.10
C -5.845 -0.323 4.937 -0.23
O -6.646 0.306 5.931 -0.06
H -4.985 0.331 4.749 0.10
H -1.281 -1.032 1.744 0.05
H -1.180 0.979 -1.874 0.10
H -5.308 3.411 8.372 0.08
C -2.232 4.586 -0.835 -0.22
O -3.874 5.739 0.505 -0.05
H 8.359 -4.435 -0.649 0.08
H 1.732 3.652 -6.454 0.08
H -0.651 3.969 -3.630 0.09
C -2.912 -2.386 0.076 -0.22
O -6.028 1.846 0.463 -0.08
H 3.646 -3.113 3.997 0.08
H 2.279 4.265 -3.028 0.04
C -2.872 3.691 5.901 -0.05
H 3.324 -6.739 1.688 0.09
H 1.500 1.337 -1.634 0.10
C 4.856 -1.714 3.298 -0.46
H 0.834 -7.385 1.480 0.07
C 6.425 -4.214 -0.388 -0.49
H 0.733 -1.471 -0.907 0.11
H -2.976 4.707 5.510 0.08

- Among the records above, which one has the highest charge?
  C41H106CuN5O15